The following is a quantum chemistry calculation of an isolated ion of composition C25H22N3O and charge +1 at a distorted geometry, from the OMol25 dataset.

Output
Gap between HOMO and LUMO   0.179 Eh
HOMO level   -10.6 eV
ΔE to the lowest compared entry with this formula, charge and spin   158.4 kJ/mol
Net charge   +1
Calculated total energy   -1204.9313 Ha

```
51
Properties=species:S:1:pos:R:3:forces:R:3
C -0.943113 -1.914579 -1.124924 -3.184 -1.294 -1.078
C 0.386405 -1.491914 -0.833308 3.039 0.799 -8.488
N 0.870226 -0.243048 -1.678994 -1.668 -2.217 0.054
C 2.187453 0.098104 -2.089015 -1.777 1.878 -0.641
C 3.393812 -0.552637 -2.134653 -0.001 -0.469 0.763
C 4.546380 0.232448 -2.274968 -0.862 0.588 -0.401
C 4.453886 1.608777 -2.524950 0.664 0.664 0.033
C 3.199147 2.253721 -2.640878 1.583 -0.298 -0.178
C 2.081329 1.451294 -2.555827 0.371 0.615 1.012
C 0.706521 1.882948 -2.595787 -0.293 -0.649 1.297
C 0.103902 3.141243 -2.761859 0.415 -0.495 -0.301
C -1.265779 3.236261 -2.672843 -0.964 -1.306 0.563
C -2.047719 2.096245 -2.337015 1.039 -0.184 -0.381
C -1.422443 0.862655 -2.142977 -1.487 -1.437 0.617
C -0.041741 0.773446 -2.135485 1.224 0.517 -0.080
C 0.410362 -1.423022 0.495165 0.764 1.343 9.229
N 1.948294 -1.379179 0.652367 9.610 -4.626 0.929
N 2.961459 -1.956723 0.637105 -7.385 5.052 0.223
C 0.191569 -2.547276 1.603055 1.363 -0.742 0.948
C -1.205474 -3.013195 2.104915 1.236 0.483 -1.401
C -2.225884 -1.932400 1.974398 -1.154 1.430 0.823
C -1.982204 -0.664259 2.791637 1.221 -0.005 -1.531
C -2.937451 -0.237359 3.694476 -1.539 -1.194 0.212
C -2.861580 0.999764 4.300242 1.739 0.278 -0.327
C -1.829898 1.865930 3.855466 -0.075 0.102 0.495
C -0.892498 1.528889 2.869446 -1.356 -2.046 0.106
C -0.897831 0.176979 2.377039 -1.491 0.330 0.087
C -0.010308 -0.074631 1.151489 -0.755 2.522 1.340
O 0.505993 0.918633 0.703458 0.473 -0.557 -0.395
H -1.026253 -2.888111 -0.625769 -0.600 0.012 -0.478
H -1.761157 -1.235478 -0.753280 1.148 -0.860 -0.496
H -0.976121 -2.026516 -2.205112 -0.670 -0.206 -0.072
H 1.124716 -2.312094 -1.036747 -0.950 0.420 -1.026
H 3.374688 -1.636313 -2.028078 0.567 0.130 0.221
H 5.509422 -0.203912 -2.142852 0.516 -0.367 -0.255
H 5.415805 2.183373 -2.650709 -1.280 -0.598 0.324
H 3.138904 3.358999 -2.716812 -0.028 -0.965 -0.327
H 0.719228 4.024201 -2.920751 -0.142 -0.196 -0.292
H -1.806923 4.128561 -2.885097 0.002 0.756 0.095
H -3.126716 2.141191 -2.202481 0.231 0.163 -0.387
H -2.016816 -0.091053 -2.022690 0.429 1.931 -0.099
H 0.737989 -2.000454 2.431753 -0.985 -0.767 -0.377
H 0.817006 -3.486864 1.500913 -0.524 1.135 -0.689
H -0.980034 -3.375486 3.115767 -0.598 0.127 -0.139
H -1.575887 -3.826370 1.477881 0.366 -0.289 0.179
H -3.172759 -2.329609 2.344057 -0.138 -0.022 -0.398
H -2.366562 -1.560907 0.920754 0.001 -0.928 1.099
H -3.851672 -0.901073 3.861534 1.487 0.887 -0.031
H -3.500437 1.242863 5.143184 -0.096 0.284 -0.391
H -1.762687 2.844009 4.328130 -0.049 -0.065 -0.284
H -0.296542 2.253935 2.359623 0.566 0.336 0.295
```
Positions in Å, forces in eV/Å.

The following is a quantum chemistry calculation of one molecule with the formula C25H22N4O4, from the OMol25 dataset.

Output
Gap between HOMO and LUMO   0.288 Eh
HOMO level   -7.9 eV
ΔE to the lowest compared entry with this formula, charge and spin   0.0 kJ/mol
Calculated total energy   -1485.9221 Ha

```
55
Properties=species:S:1:pos:R:3:forces:R:3
C -11.458162 -0.722789 0.797170 0.453 0.065 -0.027
C -10.020977 -0.296068 1.052327 -0.268 0.089 0.219
O -9.226837 -0.815517 0.004480 -0.006 -0.103 -0.164
C -7.891197 -0.556777 0.000610 0.231 0.023 -0.033
C -7.211491 0.183225 0.961547 -0.428 -0.157 -0.109
C -5.846235 0.386668 0.858519 0.273 0.037 -0.028
C -5.132666 -0.144800 -0.207764 -0.401 0.053 0.245
N -3.751772 0.021951 -0.364382 0.234 -0.222 -0.315
C -2.884771 0.755270 0.391683 0.064 -0.121 -0.169
O -3.202273 1.422674 1.355370 -0.081 0.118 0.083
C -1.472150 0.687771 -0.087808 0.268 0.068 0.055
C -0.667652 1.809472 0.094081 -0.213 -0.251 -0.030
C 0.649332 1.820770 -0.317357 0.128 0.124 0.008
C 1.196252 0.683928 -0.907261 -0.338 0.055 0.138
N 2.517171 0.621025 -1.354080 -0.128 -0.404 -0.138
C 3.484106 1.574798 -1.309707 0.479 -0.172 -0.355
O 3.367773 2.685687 -0.851536 -0.086 0.354 0.157
C 4.793633 1.059483 -1.918242 -0.123 0.155 0.147
C 5.309477 -0.080428 -1.095090 -0.023 -0.547 -0.332
N 5.045739 -1.264785 -1.540107 -0.129 0.642 -0.448
N 5.466433 -2.333800 -0.857832 0.048 -0.342 0.164
C 6.205277 -2.344568 0.304893 -0.094 -0.128 -0.115
O 6.558837 -3.395367 0.799844 0.104 -0.072 0.147
C 6.471043 -1.004311 0.838779 -0.025 0.434 0.006
C 7.163892 -0.865832 2.040910 -0.036 -0.097 -0.079
C 7.388861 0.387630 2.564918 -0.011 -0.074 -0.017
C 6.914487 1.515808 1.899338 -0.004 0.033 -0.030
C 6.234860 1.397799 0.707140 -0.027 -0.035 -0.082
C 6.010171 0.133689 0.148944 0.275 -0.401 0.451
C 0.404965 -0.453919 -1.064020 0.120 0.066 -0.038
C -0.915096 -0.451967 -0.662456 -0.041 0.171 0.048
C -5.814260 -0.888998 -1.171291 0.009 0.089 0.129
C -7.171442 -1.092445 -1.069521 -0.162 0.057 0.142
H -12.102458 -0.342019 1.584441 -0.086 0.029 0.072
H -11.795451 -0.334987 -0.160116 -0.076 0.041 -0.071
H -11.524311 -1.807038 0.773673 -0.050 -0.099 0.017
H -9.949023 0.800411 1.072516 0.061 -0.121 0.030
H -9.674745 -0.688571 2.018815 0.022 0.090 -0.105
H -7.732015 0.611722 1.803082 -0.072 0.026 0.062
H -5.331187 0.964033 1.607396 0.012 0.012 0.010
H -3.370617 -0.428706 -1.184363 0.025 0.182 0.176
H -1.099168 2.679438 0.564749 -0.025 0.075 0.052
H 1.258456 2.698375 -0.182047 0.012 0.018 -0.007
H 2.796547 -0.272201 -1.743060 0.037 0.175 0.073
H 5.510089 1.878612 -1.950860 -0.116 0.015 -0.018
H 4.600145 0.705836 -2.931740 0.070 0.000 0.044
H 5.241030 -3.226714 -1.283101 0.114 0.214 0.186
H 7.505012 -1.761379 2.537332 0.034 -0.067 0.049
H 7.925158 0.498386 3.495157 0.037 -0.003 0.075
H 7.079903 2.494881 2.323596 0.001 0.082 0.020
H 5.857677 2.280353 0.215599 -0.052 0.107 -0.068
H 0.833949 -1.345310 -1.500661 0.041 -0.093 -0.035
H -1.494918 -1.358036 -0.769569 -0.043 -0.071 -0.004
H -5.272373 -1.309941 -2.007235 0.047 -0.048 -0.093
H -7.703879 -1.666340 -1.811177 -0.054 -0.069 -0.095
```
Positions in Å, forces in eV/Å.

The following is a quantum chemistry calculation of one molecule with the formula C25H22N4O4 at a distorted geometry, from the OMol25 dataset.

Output
Gap between HOMO and LUMO   0.285 Eh
HOMO level   -8.1 eV
ΔE to the lowest compared entry with this formula, charge and spin   116.6 kJ/mol
Calculated total energy   -1485.8777 Ha

```
55
Properties=species:S:1:pos:R:3:forces:R:3
O -0.167686 -3.870450 -1.393067 0.001 -0.040 -0.337
C -0.089707 -2.945794 -0.603617 0.184 0.073 0.178
C 0.922583 -1.861977 -0.815205 0.462 0.029 0.306
C 1.011949 -1.255837 -2.102278 0.323 0.256 -0.107
C 1.964789 -0.325726 -2.342246 -0.513 -0.376 -0.077
C 2.909062 0.049217 -1.338465 0.281 0.207 0.066
N 3.810916 0.938904 -1.607784 -0.236 0.060 -0.595
C 4.721712 1.269499 -0.658416 0.068 -0.232 0.654
C 5.708577 2.221301 -0.960973 0.100 0.043 0.091
C 6.643680 2.568416 -0.018314 -0.102 0.000 -0.179
C 6.630455 1.986107 1.253080 -0.035 -0.129 0.228
C 5.673679 1.054969 1.572951 0.028 0.007 0.041
C 4.710395 0.684690 0.626099 0.163 0.284 -0.349
C 3.702141 -0.292959 0.962664 0.027 -0.074 0.352
O 3.562877 -0.848706 2.033156 0.044 0.036 -0.092
N 2.804024 -0.588762 -0.103492 0.241 0.301 -0.337
C 1.831905 -1.516471 0.129117 -0.808 -0.668 -0.048
N -0.882978 -2.839786 0.484082 -0.053 -0.122 0.083
C -1.004419 -1.669862 1.328103 -0.146 0.363 0.241
C -2.503515 -1.380786 1.575666 0.136 0.021 0.063
N -3.342002 -1.807354 0.477789 -0.022 0.139 -0.105
C -3.093108 -1.121995 -0.790660 -0.107 -0.024 -0.032
C -3.037566 0.370692 -0.620936 0.152 -0.009 -0.129
C -1.898765 1.080864 -0.965123 -0.124 -0.210 0.001
C -1.817286 2.464858 -0.816596 -0.192 0.420 0.132
C -2.919815 3.102159 -0.305861 -0.301 -0.394 0.074
C -4.071884 2.393777 0.046297 0.467 0.111 -0.169
C -4.156388 1.033611 -0.103056 -0.076 0.349 0.058
O -5.011507 3.267151 0.524682 -0.014 -0.497 -0.053
C -4.422654 4.547975 0.454466 -0.558 1.096 0.338
O -3.111774 4.434679 -0.056372 0.392 -0.236 -0.172
C -3.298691 -3.258351 0.358969 -0.077 -0.116 0.136
C -1.909119 -3.837915 0.709749 -0.117 -0.255 -0.128
H 0.314401 -1.562338 -2.866745 -0.043 -0.010 -0.112
H 2.068940 0.165503 -3.295298 0.026 0.053 -0.069
H 5.705540 2.659667 -1.946111 -0.011 0.040 -0.108
H 7.401577 3.300024 -0.257659 0.050 0.059 -0.041
H 7.375072 2.271729 1.980421 0.047 0.007 0.069
H 5.637713 0.587975 2.545691 0.019 -0.018 0.082
H 1.866828 -1.952891 1.117614 -0.014 0.058 -0.020
H -0.544672 -0.813355 0.833163 -0.068 -0.107 0.097
H -0.491752 -1.836880 2.283337 0.013 0.110 -0.024
H -2.851528 -1.912978 2.464420 0.030 0.067 0.047
H -2.644507 -0.312229 1.742840 0.055 -0.070 0.124
H -3.936525 -1.373753 -1.443808 0.151 -0.047 -0.057
H -2.173788 -1.463706 -1.287339 -0.046 0.046 -0.051
H -1.046093 0.556430 -1.372544 0.071 -0.096 -0.025
H -0.930636 3.011402 -1.090011 0.130 0.087 -0.039
H -5.041834 0.487124 0.172883 -0.170 -0.099 0.064
H -5.021899 5.193798 -0.207638 0.156 -0.211 0.094
H -4.388845 4.994204 1.461196 0.039 -0.173 -0.214
H -4.046138 -3.677375 1.041477 0.047 -0.127 -0.090
H -3.576430 -3.533549 -0.658562 -0.017 -0.011 0.009
H -1.678303 -4.701541 0.085884 -0.043 0.051 0.170
H -1.867018 -4.133377 1.762372 -0.012 -0.018 -0.043
```
Positions in Å, forces in eV/Å.

The following is a quantum chemistry calculation of C25H23B2F2GeN4Re as an isolated structure, from the OMol25 dataset.

Output
Gap between HOMO and LUMO   0.261 Eh
HOMO level   -14.9 eV
ΔE to the lowest compared entry with this formula, charge and spin   0.0 kJ/mol
Net charge   +2
Calculated total energy   -3589.6485 Ha

```
58
Properties=species:S:1:pos:R:3:forces:R:3
Re 1.200812 0.559497 0.526789 -0.462 0.110 0.047
B 0.208509 3.083787 2.203613 0.232 -0.127 0.177
N 0.865483 1.927557 3.062397 -0.172 0.198 0.091
C 1.023718 1.827542 4.372415 0.057 -0.015 -0.043
C 1.412482 0.521994 4.702743 0.010 -0.020 0.025
C 1.456464 -0.149461 3.509927 -0.014 0.077 0.111
N 1.128782 0.712543 2.510124 0.080 -0.127 -0.334
N 1.230592 3.542116 1.137231 -0.190 0.194 -0.187
C 1.658861 4.753617 0.784135 -0.018 -0.054 0.132
C 2.342776 4.663243 -0.422960 0.044 -0.098 -0.095
C 2.281528 3.324675 -0.762055 0.055 0.211 0.132
N 1.594914 2.651766 0.185398 0.277 -0.307 -0.029
H -0.083456 3.978158 2.934210 -0.063 -0.021 -0.043
H -0.720784 2.565135 1.609899 0.008 -0.092 -0.082
H 0.844046 2.680295 5.007044 -0.012 0.008 -0.012
H 1.628318 0.136550 5.683473 -0.001 -0.005 -0.004
H 1.710153 -1.172696 3.289550 0.017 0.000 -0.002
H 1.451339 5.608295 1.407099 -0.005 -0.005 0.005
H 2.817910 5.459792 -0.967151 -0.006 0.000 -0.002
H 2.689450 2.816242 -1.621702 0.011 -0.019 0.003
F 3.498722 -0.710027 -1.112246 0.055 0.088 -0.059
B 3.180029 -0.137331 0.030167 -0.121 -0.063 -0.004
F 4.074864 0.017225 0.978729 -0.057 -0.033 -0.060
C 1.011838 -1.226652 0.587579 0.090 0.278 0.066
Ge -0.788194 0.235729 -0.989307 0.097 -0.077 0.292
C -2.538858 0.028733 -0.306240 0.260 0.026 -0.085
C -2.806740 0.326515 1.034693 -0.197 -0.054 -0.018
C -4.084898 0.140712 1.529920 0.006 0.005 0.039
C -5.085739 -0.352841 0.698871 0.048 -0.002 -0.038
C -4.816749 -0.666456 -0.628857 -0.012 -0.013 -0.028
C -3.544910 -0.476494 -1.140752 -0.060 0.018 0.084
C 0.881089 -2.625201 0.584743 -0.050 -0.199 -0.026
C 1.905448 -3.462146 0.103922 0.036 0.107 -0.002
C 1.732788 -4.828449 0.140450 0.005 -0.095 -0.005
C 0.554588 -5.371199 0.648220 0.013 0.092 -0.001
C -0.463665 -4.548646 1.124113 -0.005 -0.091 0.004
C -0.310592 -3.179384 1.095980 0.010 0.111 -0.017
C -0.421943 0.131041 -2.839221 -0.076 -0.015 0.211
C -1.399299 0.536409 -3.754327 0.070 0.019 -0.206
C -1.112523 0.499915 -5.108817 -0.029 0.008 0.009
C 0.131694 0.057332 -5.545389 -0.017 0.004 0.061
C 1.103913 -0.342408 -4.634337 0.033 -0.019 0.008
C 0.834907 -0.299956 -3.277107 0.025 0.011 -0.149
H -2.032453 0.714365 1.680994 0.069 0.042 0.060
H -4.306996 0.381092 2.560825 0.000 -0.004 -0.003
H -6.083723 -0.498209 1.090286 -0.003 0.005 0.003
H -5.599062 -1.058200 -1.264485 -0.007 0.000 0.010
H -3.335329 -0.730670 -2.170913 -0.015 -0.027 -0.013
H 2.817827 -3.035306 -0.292862 -0.013 -0.025 0.005
H 2.515354 -5.478269 -0.225938 -0.006 -0.006 0.004
H 0.430430 -6.445495 0.673742 -0.004 -0.003 0.002
H -1.372108 -4.983075 1.517846 0.002 0.002 -0.002
H -1.092187 -2.525275 1.464201 -0.003 -0.010 0.003
H -2.365073 0.892620 -3.420515 -0.007 0.017 -0.004
H -1.859655 0.814956 -5.824491 0.013 -0.004 -0.012
H 0.345463 0.025175 -6.605248 0.006 0.002 -0.003
H 2.067862 -0.686201 -4.984198 -0.005 0.000 -0.011
H 1.591970 -0.624594 -2.572190 0.003 -0.004 -0.009
```
Positions in Å, forces in eV/Å.